The following is a DFT calculation (wB97M-V/def2-TZVPD) of C16H7F6N4O10PtS4 as an isolated structure at a distorted geometry.

CARTESIAN COORDINATES (ANGSTROEM)
Pt (0.18661, 0.66015, 1.16857)
F (-3.15488, -3.05213, -0.20782)
C (-1.90146, -2.80038, 0.16857)
F (-1.25792, -2.22142, -0.84292)
F (-1.30024, -3.96165, 0.44284)
S (-1.95609, -1.69309, 1.64085)
O (-2.43321, -0.45207, 1.09810)
O (-2.74362, -2.37726, 2.61695)
N (-0.35837, -1.65137, 1.95946)
S (0.03873, -1.49164, 3.54538)
O (-0.47331, -2.52695, 4.38881)
O (-0.04869, -0.13754, 3.99950)
C (1.84572, -1.87449, 3.42960)
F (2.05673, -3.04365, 2.82658)
F (2.29449, -1.95311, 4.68276)
F (2.54556, -0.93656, 2.79590)
S (1.61634, 2.24153, 0.51434)
C (2.44805, 0.84208, -0.04377)
N (1.71919, -0.23897, 0.13888)
C (2.39565, -1.39954, -0.22999)
C (1.93411, -2.70817, -0.16628)
C (2.76490, -3.72232, -0.60208)
C (4.04044, -3.45349, -1.10180)
C (4.50799, -2.15450, -1.17224)
C (3.67674, -1.13340, -0.73152)
S (4.02070, 0.57989, -0.70301)
H (0.95842, -2.92080, 0.23639)
H (2.41573, -4.74495, -0.54903)
H (4.67114, -4.26734, -1.43381)
H (5.49576, -1.93793, -1.55680)
O (-2.60226, 3.58650, 2.05365)
C (-1.91043, 2.79356, 1.43956)
O (-1.09287, 1.97093, 1.99438)
C (-1.97410, 2.85774, -0.08240)
C (-2.15686, 4.11295, -0.65145)
C (-2.17451, 4.23754, -2.02801)
C (-2.03423, 3.16443, -2.88494)
C (-1.88532, 1.93104, -2.28537)
C (-1.86001, 1.74948, -0.91485)
N (-1.72059, 0.75060, -3.15915)
O (-1.36863, -0.28571, -2.64057)
O (-1.93295, 0.89784, -4.34714)
N (-2.35002, 5.57976, -2.62329)
O (-2.36767, 5.65887, -3.83572)
O (-2.46602, 6.52096, -1.86852)
H (-2.28066, 4.97343, -0.01097)
H (-2.04669, 3.28145, -3.95625)
H (-1.78139, 0.74968, -0.51138)

Computed properties:
Net charge ... -1
Gap between HOMO and LUMO ... 7.572 eV
Relative energy (zero: lowest compared OMol25 entry of this formula, charge and spin) ... 98.9 kJ/mol
Max |F| ... 1.57 eV/A

The following is a DFT calculation (wB97M-V/def2-TZVPD) of C5H8NOPS as an isolated structure at a distorted geometry.

CARTESIAN COORDINATES (ANGSTROEM)
C (0.39142, -0.04129, 0.16568)
C (1.70666, -0.47596, 0.07269)
C (0.38912, 1.40489, -0.11252)
C (-0.72551, -0.82244, 0.63469)
C (-0.91993, 2.14858, -0.21217)
N (1.52345, 2.02638, -0.32785)
O (3.63578, 1.02676, 0.84175)
P (2.47642, -2.06053, -0.19488)
S (2.74525, 0.87059, -0.37583)
H (-0.35212, -1.85600, 0.95628)
H (-1.63226, -0.74448, -0.01149)
H (-1.20616, -0.34037, 1.55689)
H (-1.70626, 1.48908, -0.54621)
H (-0.84564, 2.97533, -1.00321)
H (-1.01681, 2.73277, 0.76503)
H (2.48549, -2.55701, 1.07333)
H (3.64751, -1.46900, -0.01489)

Computed properties:
Gap between HOMO and LUMO ... 8.486 eV
Relative energy (zero: lowest compared OMol25 entry of this formula, charge and spin) ... 0.0 kJ/mol
Max |F| ... 4.00 eV/A

The following is a DFT calculation (wB97M-V/def2-TZVPD) of one molecule with the formula CH2N2S2 at a distorted geometry.

CARTESIAN COORDINATES (ANGSTROEM)
N (-4.24752, -0.49658, -0.19072)
C (-3.40812, -0.92640, -0.84442)
S (-2.11593, -1.38492, -1.87522)
S (-0.98600, 0.34825, -1.56284)
N (-0.04475, -0.08998, -0.24640)
H (0.48126, -0.87865, -0.47952)
H (-0.36481, -0.36371, 0.73330)

Computed properties:
Gap between HOMO and LUMO ... 10.013 eV
Relative energy (zero: lowest compared OMol25 entry of this formula, charge and spin) ... 15.2 kJ/mol
Max |F| ... 2.35 eV/A
Structure (SMILES) ... N#CSSN

The following is a DFT calculation (wB97M-V/def2-TZVPD) of a 2-piece molecular cluster, C4H11NO2 overall at a distorted geometry.

CARTESIAN COORDINATES (ANGSTROEM)
C (1.52162, -0.02578, -1.52840)
N (0.71530, 1.20454, -1.13716)
C (-0.23088, 1.20906, 0.02252)
C (-1.28630, -0.04508, -0.07077)
C (0.66196, 0.84196, 1.27068)
O (0.55319, 1.66526, 2.12895)
H (0.76252, -0.84278, -1.29175)
H (1.70534, -0.18714, -2.61643)
H (2.55257, -0.07074, -1.05117)
H (0.27902, 1.81850, -1.84577)
H (-0.77421, 2.16358, 0.17888)
H (-2.12234, 0.41148, 0.42033)
H (-1.64577, -0.11305, -1.07515)
H (-0.86864, -1.03754, -0.06746)
H (1.32214, 0.00571, 1.16457)
O (-0.95810, -2.31542, 2.12881)
H (-0.78411, -3.09114, 1.70853)
H (-1.40330, -1.59143, 1.66078)

Computed properties:
Gap between HOMO and LUMO ... 9.149 eV
Relative energy (zero: lowest compared OMol25 entry of this formula, charge and spin) ... 359.9 kJ/mol
Max |F| ... 5.16 eV/A
Structure (SMILES) ... CN[C@@H](C)C=O.O

The following is a DFT calculation (wB97M-V/def2-TZVPD) of one molecule with the formula C5H7NOS at a distorted geometry.

CARTESIAN COORDINATES (ANGSTROEM)
C (0.51240, 2.21731, -0.36216)
C (-0.14038, 0.91441, -0.46487)
C (0.30298, -0.11375, 0.37726)
C (-0.16162, -1.37745, 0.58081)
C (0.57604, -2.32443, 1.43856)
S (0.15447, -3.86124, 1.84554)
N (-1.03726, 0.89649, -1.44295)
O (-1.75700, -0.31045, -1.54297)
H (0.09495, 2.86996, -1.12481)
H (0.43629, 2.66154, 0.63579)
H (1.60618, 2.16781, -0.56295)
H (1.24292, 0.11964, 0.84092)
H (-1.08467, -1.81460, 0.18661)
H (1.65487, -1.96149, 1.78433)
H (-2.40017, -0.08373, -2.18911)

Computed properties:
Gap between HOMO and LUMO ... 7.511 eV
Relative energy (zero: lowest compared OMol25 entry of this formula, charge and spin) ... 330.1 kJ/mol
Max |F| ... 4.26 eV/A
Structure (SMILES) ... CC(/C=C/C=S)=N/O

The following is a DFT calculation (wB97M-V/def2-TZVPD) of a 10-piece molecular cluster, C5H31N2O10 overall at a distorted geometry.

CARTESIAN COORDINATES (ANGSTROEM)
N (-0.77343, -2.09351, 1.82600)
C (0.27325, -0.99971, 1.88663)
C (0.53313, -0.51086, 0.43638)
N (1.50981, 0.40806, 0.32297)
C (2.54061, 2.56331, 0.86699)
C (2.51587, 1.07141, 1.29704)
C (3.84809, 0.40136, 1.17054)
O (-0.04907, -1.08146, -0.49607)
H (-1.02289, -2.30511, 2.83986)
H (-1.70952, -1.85242, 1.45074)
H (-0.32738, -2.89240, 1.26388)
H (1.18178, -1.56110, 2.14233)
H (0.13770, -0.02276, 2.40825)
H (1.57009, 0.88524, -0.62968)
H (3.08458, 3.30279, 1.47080)
H (1.57521, 3.02218, 0.78213)
H (3.18297, 2.64973, -0.02979)
H (2.09592, 0.93629, 2.29601)
H (4.48339, 0.54067, 2.08469)
H (4.35720, 0.90591, 0.37613)
H (3.95930, -0.66327, 1.10799)
H (1.46909, -3.78385, 0.51122)
H (0.43315, -4.81552, 0.48453)
O (0.77514, -4.14829, 1.08111)
H (-1.29141, 2.18074, -0.27358)
H (0.19004, 2.59786, -0.92342)
O (-0.42531, 2.53443, -0.15381)
H (-3.07695, -1.38564, -1.64105)
H (-4.24538, -0.99202, -0.74226)
O (-3.27251, -0.77888, -0.88824)
H (-3.17969, 1.25398, -2.04457)
H (-1.74205, 0.93385, -1.20156)
O (-2.25322, 1.36220, -1.85694)
H (-2.27332, -1.04076, 4.09599)
H (-3.54611, -1.47058, 3.55005)
O (-2.59216, -1.69329, 3.44013)
H (0.66870, 1.54984, -3.15621)
H (2.20014, 2.00340, -3.09394)
O (1.45739, 1.73302, -2.57155)
H (1.00480, -0.65436, -4.05107)
H (0.70551, -1.17825, -2.60672)
O (1.31982, -1.14102, -3.33041)
H (-2.31013, 1.62602, 1.52285)
H (-2.67632, 1.67665, 3.05537)
O (-2.45083, 1.07785, 2.31814)
H (-0.71430, 1.79262, -4.72204)
H (-1.40811, 1.31599, -3.35416)
O (-0.75477, 1.17678, -4.01327)

Computed properties:
Net charge ... +1
Gap between HOMO and LUMO ... 9.794 eV
Relative energy (zero: lowest compared OMol25 entry of this formula, charge and spin) ... 367.4 kJ/mol
Max |F| ... 3.63 eV/A